[1]
The following is a DFT calculation (wB97M-V/def2-TZVPD) of 4 unconnected molecules or ions with the total composition C3H15NO3 at a distorted geometry.

Cartesian coordinates (Å):
C: -1.07 -0.62 1.39
N: -0.32 -1.51 0.43
C: -1.19 -1.82 -0.73
C: 0.47 -2.75 0.68
H: -0.46 -0.24 2.22
H: -1.35 0.24 0.75
H: -2.01 -1.09 1.69
H: -0.70 -1.96 -1.70
H: -2.03 -1.15 -0.83
H: -1.61 -2.80 -0.51
H: 1.39 -2.64 1.27
H: -0.20 -3.42 1.23
H: 0.80 -3.24 -0.25
O: -0.87 2.95 0.74
H: -0.16 3.08 1.37
H: -0.41 2.55 -0.01
O: 1.23 0.19 -1.31
H: 0.71 0.19 -2.11
H: 0.95 -0.58 -0.76
O: 1.44 2.91 -0.98
H: 1.55 1.93 -0.88
H: 2.26 3.20 -0.57

Values from the calculation:
ΔE to the lowest compared entry with this formula, charge and spin, eV: 1.645
SMILES string: CN(C)C.O.O.O


[2]
The following is a DFT calculation (wB97M-V/def2-TZVPD) of 2 unconnected molecules or ions with the total composition H4O3Si at a distorted geometry.

Cartesian coordinates (Å):
O: 1.06 1.01 0.28
Si: -0.41 0.94 0.84
O: -1.63 0.91 -0.20
H: -1.02 0.63 2.13
H: -2.41 0.35 -0.43
O: 1.34 -1.46 -0.53
H: 1.69 -0.65 -0.64
H: 1.39 -1.74 -1.45

Values from the calculation:
ΔE to the lowest compared entry with this formula, charge and spin, eV: 2.884
SMILES string: O=[SiH]O.O


[3]
The following is a DFT calculation (wB97M-V/def2-TZVPD) of 7 unconnected molecules or ions with the total composition C13H40O13 at a distorted geometry.

Cartesian coordinates (Å):
O: -1.68 -1.44 -5.93
C: -2.50 -0.30 -6.12
C: -1.93 0.87 -5.34
O: -2.01 0.74 -3.94
H: -1.62 -2.00 -6.71
H: -2.63 -0.01 -7.17
H: -3.47 -0.58 -5.69
H: -2.30 1.86 -5.66
H: -0.88 1.00 -5.63
H: -2.87 1.07 -3.67
O: 0.63 -2.57 1.27
C: -0.36 -3.29 1.95
C: -0.29 -4.75 1.55
O: 0.97 -5.30 1.94
H: 1.09 -1.97 1.88
H: -0.26 -3.30 3.05
H: -1.36 -2.85 1.85
H: -0.28 -4.89 0.46
H: -1.13 -5.37 1.87
H: 1.13 -6.10 1.43
O: -2.47 -2.56 -3.22
C: -3.14 -2.03 -2.08
C: -2.30 -2.22 -0.86
O: -1.10 -1.45 -0.96
H: -3.15 -2.81 -3.85
H: -3.35 -0.96 -2.17
H: -4.05 -2.61 -1.92
H: -2.14 -3.25 -0.55
H: -2.86 -1.75 -0.03
H: -0.58 -1.65 -0.16
O: 4.01 -0.28 5.13
C: 2.60 -0.27 5.41
C: 1.81 0.21 4.20
O: 1.35 -0.84 3.35
H: 4.14 -0.88 4.39
H: 2.37 -1.29 5.74
H: 2.47 0.38 6.28
H: 2.45 0.83 3.57
H: 0.97 0.84 4.50
H: 0.42 -1.02 3.55
O: -0.97 4.47 3.85
C: 0.37 4.15 3.57
C: 1.37 5.09 4.28
O: 1.15 5.14 5.68
H: -1.35 3.92 4.53
H: 0.64 3.15 3.93
H: 0.46 4.27 2.49
H: 1.21 6.07 3.81
H: 2.39 4.71 4.14
H: 1.84 4.65 6.13
O: 1.96 -0.43 -4.71
C: 2.61 0.77 -4.35
C: 1.82 1.56 -3.29
O: 1.28 0.63 -2.37
H: 2.41 -0.88 -5.43
H: 3.53 0.49 -3.81
H: 2.86 1.40 -5.20
H: 1.02 2.15 -3.75
H: 2.58 2.15 -2.77
H: 0.80 1.13 -1.70
C: -0.54 1.37 0.90
O: -0.59 1.68 -0.48
H: -0.42 0.31 1.12
H: 0.30 1.99 1.24
H: -1.34 1.82 1.50
H: -1.09 1.03 -1.01

Values from the calculation:
ΔE to the lowest compared entry with this formula, charge and spin, eV: 1.718
SMILES string: OCCO.OCCO.OCCO.OCCO.OCCO.OCCO.CO


[4]
The following is a DFT calculation (wB97M-V/def2-TZVPD) of C11H15NS in the gas phase at a distorted geometry.

Cartesian coordinates (Å):
C: -3.81 0.76 0.21
C: -3.69 -0.45 0.89
C: -2.80 1.23 -0.59
C: -2.55 -1.21 0.71
C: -1.56 0.55 -0.70
C: -1.52 -0.74 -0.09
C: 1.02 -0.84 -1.04
C: 2.52 1.08 -0.59
C: 3.01 -1.21 0.29
C: 1.15 0.13 1.28
C: 1.89 -0.19 -0.01
N: -0.48 1.07 -1.23
S: -0.31 -1.84 -0.74
H: -4.71 1.34 0.31
H: -4.49 -0.81 1.51
H: -2.88 2.19 -1.09
H: -2.46 -2.18 1.17
H: 1.51 -1.06 -1.99
H: 3.04 0.86 -1.52
H: 3.23 1.51 0.11
H: 1.73 1.80 -0.80
H: 3.67 -0.81 1.05
H: 2.58 -2.15 0.66
H: 3.59 -1.42 -0.60
H: 1.84 0.57 2.00
H: 0.72 -0.77 1.72
H: 0.35 0.84 1.09
H: -0.60 1.73 -1.99

Values from the calculation:
ΔE to the lowest compared entry with this formula, charge and spin, eV: 2.527


[5]
The following is a DFT calculation (wB97M-V/def2-TZVPD) of 2 unconnected molecules or ions with the total composition HN5OS at a distorted geometry.

Cartesian coordinates (Å):
N: -0.76 0.86 0.42
N: -0.17 -1.21 -0.21
N: 0.94 -0.58 0.49
N: 0.57 0.80 0.71
N: -1.12 -0.24 -0.12
O: 1.68 1.60 -0.72
S: -2.79 -0.51 -0.36
H: 1.65 -0.72 -0.20

Values from the calculation:
Net charge: -2
ΔE to the lowest compared entry with this formula, charge and spin, eV: 4.599


[6]
The following is a DFT calculation (wB97M-V/def2-TZVPD) of a molecular structure, C23H41F5OP2ScTe at a distorted geometry.

Cartesian coordinates (Å):
Sc: 0.26 1.21 -0.32
C: 0.96 -0.38 1.81
C: -0.14 0.52 2.07
C: -0.94 -1.33 0.90
C: 0.46 -1.49 1.07
C: -1.33 -0.09 1.50
C: 2.29 -0.34 2.47
H: 2.59 0.66 2.80
H: 3.07 -0.73 1.81
H: 2.28 -0.99 3.36
C: 1.21 -2.72 0.74
H: 2.29 -2.60 0.90
H: 1.04 -3.00 -0.31
H: 0.86 -3.56 1.36
C: -1.82 -2.40 0.39
H: -1.81 -3.27 1.07
H: -1.47 -2.75 -0.59
H: -2.85 -2.05 0.29
C: -2.74 0.30 1.72
H: -3.14 -0.20 2.62
H: -3.38 0.01 0.87
H: -2.85 1.39 1.87
C: -0.19 1.59 3.11
H: -0.51 1.20 4.09
H: -0.88 2.39 2.84
H: 0.80 2.05 3.26
C: 2.57 4.18 -2.87
C: 3.06 4.47 -1.64
C: 2.74 5.75 -0.91
C: 1.31 6.32 -1.16
C: 0.22 5.32 -1.31
C: -0.24 4.89 -2.50
C: 0.43 5.17 -3.81
C: 1.97 5.20 -3.77
H: 3.45 6.55 -1.20
H: 1.35 7.03 -1.99
H: 2.87 5.59 0.18
H: 2.34 6.22 -3.53
H: 2.64 3.20 -3.34
H: 3.93 3.94 -1.23
H: 2.33 5.00 -4.79
H: 0.11 4.40 -4.52
H: -1.23 4.42 -2.66
H: 0.10 6.14 -4.24
H: 1.08 6.94 -0.28
H: -0.22 5.02 -0.36
P: 2.59 1.73 -1.20
C: 3.87 1.24 -2.34
C: 2.62 2.70 0.38
P: -1.46 2.52 -1.71
C: 1.07 2.38 -1.89
C: -2.23 3.65 -0.53
C: -2.20 2.17 -3.30
H: 3.63 0.22 -2.69
H: 4.82 1.20 -1.79
H: 4.00 1.88 -3.21
H: 2.20 3.72 0.32
H: 3.69 2.78 0.62
H: 2.13 2.18 1.22
H: -1.82 2.89 -4.04
H: -3.29 2.26 -3.19
H: -1.94 1.15 -3.62
H: 0.91 2.24 -2.97
H: 0.97 3.40 -1.52
H: -3.17 3.22 -0.15
H: -2.39 4.62 -1.03
H: -1.55 3.82 0.33
F: -0.15 -3.00 -2.19
Te: 0.41 -1.36 -3.09
F: 0.96 0.26 -3.97
F: 0.82 -2.33 -4.72
F: 2.22 -1.64 -2.47
F: -1.42 -1.03 -3.59
O: 0.08 -0.31 -1.58

Values from the calculation:
Net charge: +1
ΔE to the lowest compared entry with this formula, charge and spin, eV: 7.769